Run w
The following is a DFT calculation (wB97M-V/def2-TZVPD) of a single C3H5PS molecule.

Charge: 0
Frontier orbital gap in eV: 8.3
Structure (SMILES): C1=PSCC1

Each line ends with the Löwdin charge.
Positions of all 10 atoms, in Å:
C -0.95593 -1.32869 0.06755  -0.53
C 0.12437 -0.28907 -0.19343  -0.33
C -0.48117 1.11286 0.09316  -0.54
P -2.65119 -0.92590 0.01064  0.58
S -2.32058 1.11648 -0.04692  0.41
H -0.56932 -2.28199 -0.05926  0.00
H 1.01259 -0.66477 0.49837  0.14
H 0.27294 -0.58896 -1.27338  0.12
H -0.38434 1.56754 1.13140  0.07
H -0.02229 1.91370 -0.54565  0.07

***

Run x
The following is a DFT calculation (wB97M-V/def2-TZVPD) of a single C3H5PS molecule.

Charge: 0
Frontier orbital gap (spin up / spin down) in eV: 7.9 / 7.9
Structure (SMILES): P/C=C/C=S

Each line ends with the Löwdin charge.
Positions of all 10 atoms, in Å:
C -0.51967 -0.12488 -0.34180  -0.43
C 0.27551 -0.96064 0.41317  -0.31
C 0.91531 -2.18403 -0.08519  -0.73
P -1.07734 1.42894 0.38247  0.78
S 1.87605 -3.15991 0.77852  0.67
H -0.92288 -0.24086 -1.39692  0.08
H 0.50913 -0.61268 1.50497  0.11
H 0.73361 -2.17581 -1.21632  0.08
H 0.02655 2.20906 -0.00665  -0.10
H -0.36578 1.09793 1.48004  -0.15

***

Order of stability, best first: run w, run x

***

Run w
The following is a DFT calculation (wB97M-V/def2-TZVPD) of a 2-piece molecular cluster, C11H14N2O overall.

Charge: 0
Frontier orbital gap in eV: 8.7
Structure (SMILES): Cc1c[nH]c2ccccc12.CC(N)=O

Each line ends with the Löwdin charge.
Positions of all 28 atoms, in Å:
C 2.76611 0.39760 2.42643  -0.02
C 1.90170 1.50409 2.92964  -0.60
O 2.23008 2.66780 2.81258  0.04
N 0.71029 1.15032 3.51545  0.15
H 3.69985 0.74710 1.96799  0.09
H 2.22404 -0.17701 1.68111  0.07
H 0.25217 1.86433 4.05445  0.10
H 0.43074 0.19271 3.57034  0.09
H 3.06056 -0.38175 3.17210  0.09
C -2.62450 -0.54729 0.97754  -0.04
C -1.10928 -0.35982 -1.09526  -0.15
C -1.88421 -1.15166 -0.18983  -0.24
C -0.36695 -1.26298 -1.93558  -0.23
C -1.82341 -2.44122 -0.64172  -0.03
C -0.98419 1.03895 -1.24556  -0.02
C 0.06680 1.40623 -2.08652  -0.11
C 0.80843 0.55113 -2.97654  -0.08
C 0.44361 -0.76551 -2.97862  -0.04
N -0.79752 -2.49433 -1.63604  0.06
H -1.44479 1.87437 -0.64258  0.13
H 0.35970 2.42570 -1.89832  0.09
H 1.47732 1.02651 -3.66819  0.09
H -2.95467 0.38376 0.52694  0.07
H -2.02221 -0.41547 1.90423  0.08
H -2.00099 -3.35177 -0.09730  0.11
H -0.61699 -3.30266 -2.20155  0.14
H 0.72098 -1.56058 -3.67369  0.11
H -3.51971 -1.09100 1.22335  0.07

***

Run x
The following is a DFT calculation (wB97M-V/def2-TZVPD) of a 2-piece molecular cluster, C11H14N2O overall.

Charge: 0
Frontier orbital gap in eV: 8.4
Structure (SMILES): Cc1c[nH]c2ccccc12.CC(N)=O

Each line ends with the Löwdin charge.
Positions of all 28 atoms, in Å:
C 4.13585 -0.04042 1.61824  -0.02
C 4.52523 -0.13984 0.16213  -0.58
O 5.65493 -0.10122 -0.24847  0.06
N 3.47594 -0.63124 -0.61818  0.13
H 4.97023 -0.32880 2.26650  0.09
H 3.55852 -0.98681 1.79273  0.08
H 3.58240 -0.82424 -1.59470  0.10
H 2.57858 -0.78815 -0.19621  0.07
H 3.36460 0.60420 1.97232  0.06
C -4.61793 -0.62523 -1.09774  -0.07
C -1.28434 -0.21543 0.39022  -0.22
C -2.29743 0.26587 -0.44866  -0.14
C -3.25921 -0.78258 -0.56915  -0.25
C -2.71336 -1.92979 0.03304  -0.03
C -0.10117 1.78039 0.35807  -0.10
C -0.21950 0.53628 0.98142  -0.01
C -1.11193 2.27830 -0.51041  -0.11
C -2.28299 1.63741 -0.84211  0.00
N -1.49640 -1.54948 0.55169  0.05
H 0.62293 2.46269 0.78189  0.09
H 0.46368 0.23708 1.74256  0.09
H -0.86795 3.29087 -0.81509  0.09
H -3.07895 2.14595 -1.36470  0.11
H -0.92885 -2.23682 1.02312  0.15
H -2.99634 -2.96849 -0.07172  0.12
H -5.40431 -0.16818 -0.47077  0.09
H -5.15132 -1.55202 -1.31874  0.07
H -4.44982 -0.08174 -2.04895  0.09

***

Order of stability, best first: run w, run x